## i
# CH2N4S

One molecule with the formula CH2N4S (ωB97M-V/def2-TZVPD, the Open Molecules 2025 dataset).

Computed properties:
multiplicity	1
SMILES	Sc1nn[nH]n1
LUMO level	0.87	eV

Last column: natural (NBO) charge in e.
Geometry (Å):
C 0.57099 -0.05209 -0.00973  0.11
H 2.48681 1.19621 0.00866  0.15
H -2.24718 -1.12464 0.02490  0.42
N -0.15298 1.09213 -0.00348  -0.29
N -1.39803 0.72820 -0.00533  -0.02
N -1.39123 -0.57808 -0.00590  -0.16
N -0.19185 -1.13437 -0.00550  -0.28
S 2.32348 -0.12736 -0.00362  0.06

***

## ii
# CH2N4S

One molecule with the formula CH2N4S (ωB97M-V/def2-TZVPD, the Open Molecules 2025 dataset).

Computed properties:
multiplicity	1
SMILES	Sc1nnn[nH]1
LUMO level	-0.17	eV

Last column: natural (NBO) charge in e.
Geometry (Å):
C -0.32581 -0.09795 -0.15106  0.25
H -2.23332 -0.90665 -0.99842  0.21
H 1.08848 -1.05134 1.29387  0.45
N -0.39620 1.09374 -0.65526  -0.35
N 0.62347 1.80362 -0.04825  -0.03
N 1.35299 1.14007 0.70772  -0.02
N 0.80053 -0.20874 0.63891  -0.48
S -0.91014 -1.77275 -0.78750  -0.03

***

## iii
# CH2N4S

One molecule with the formula CH2N4S (ωB97M-V/def2-TZVPD, the Open Molecules 2025 dataset).

Computed properties:
multiplicity	1
SMILES	S=c1nn[nH][nH]1
LUMO level	-0.73	eV

Last column: natural (NBO) charge in e.
Geometry (Å):
C 0.03230 -0.10406 1.05042  0.19
H 0.16121 0.26871 -2.18533  0.44
H -0.18429 -1.43513 -0.73834  0.44
N -0.22538 1.09259 0.91811  -0.31
N -0.30239 1.43536 -0.35622  0.05
N 0.07069 0.42266 -0.97272  -0.13
N 0.25249 -0.62740 -0.17166  -0.39
S 0.19538 -1.05273 2.45574  -0.29

***

What should be chosen as the least stable of them? Choose iii.

***

## i
# C3H4NO

An isolated ion of composition C3H4NO and charge +1 (ωB97M-V/def2-TZVPD, the Open Molecules 2025 dataset).

Computed properties:
multiplicity	1
charge	+1
LUMO level	-8.12	eV

Last column: natural (NBO) charge in e.
Geometry (Å):
C 0.36529 -0.54862 -0.10586  -0.04
C 0.17186 -0.62496 1.19264  -0.04
C -0.47667 0.51862 -0.64809  -0.12
N 1.26287 -0.35202 -1.10778  0.26
O 0.61008 0.65741 -1.57657  -0.11
H 0.94914 -0.89187 1.90888  0.25
H -0.81101 -0.43054 1.59932  0.25
H -1.40077 0.22519 -1.16642  0.28
H -0.67079 1.44680 -0.09612  0.26

***

## ii
# C3H4NO

An isolated ion of composition C3H4NO and charge +1 (ωB97M-V/def2-TZVPD, the Open Molecules 2025 dataset).

Computed properties:
multiplicity	1
charge	+1
LUMO level	-6.97	eV

Last column: natural (NBO) charge in e.
Geometry (Å):
C 1.64940 -0.44058 0.00562  0.29
C -0.10437 0.70804 0.64995  0.50
C -0.53940 0.06906 -0.53192  -0.43
N 0.96130 -0.73805 -0.99913  -0.25
O 1.08292 0.41940 0.97441  -0.31
H 2.65390 -0.75132 0.26986  0.26
H -0.68872 1.40939 1.23801  0.27
H -1.26435 -0.74986 -0.47816  0.34
H -0.79286 0.64971 -1.42711  0.34

***

## iii
# C3H4NO

C3H4NO as an isolated structure (ωB97M-V/def2-TZVPD, the Open Molecules 2025 dataset).

Computed properties:
multiplicity	1
charge	+1
LUMO level	-4.42	eV

Last column: natural (NBO) charge in e.
Geometry (Å):
C -1.58733 1.11359 -0.93611  -0.62
C 2.35319 -1.23841 0.30511  0.35
C -1.17841 0.54662 0.14223  0.73
N 1.49888 -1.00434 0.95384  -0.38
O -0.85309 -0.08728 1.08974  -0.50
H -2.50141 0.62990 -1.42484  0.33
H -1.23854 2.16203 -1.01341  0.31
H 3.28845 -1.51116 -0.07603  0.27
H 0.21827 -0.61095 0.95949  0.49

***

## iv
# C3H4NO

An isolated ion of composition C3H4NO and charge +1 (ωB97M-V/def2-TZVPD, the Open Molecules 2025 dataset).

Computed properties:
multiplicity	1
charge	+1
SMILES	C=[NH+]C=C=O
LUMO level	-5.70	eV

Last column: natural (NBO) charge in e.
Geometry (Å):
C 0.91931 0.86373 0.15458  -0.38
C 0.39440 1.24520 -0.98432  0.76
C -0.84144 -0.89694 0.14191  0.04
N 0.24438 -0.35205 0.55396  -0.38
O -0.36983 1.07030 -1.81077  -0.32
H 1.67859 1.22984 0.89897  0.31
H -1.36865 -1.83860 0.45684  0.27
H -1.45783 -0.41875 -0.65765  0.23
H 0.80107 -0.90273 1.24648  0.46

***

What should be chosen as the least stable of them? Choose i.

***

## i
# C3H4NO

An isolated ion of composition C3H4NO and charge +1 (ωB97M-V/def2-TZVPD, the Open Molecules 2025 dataset).

Computed properties:
multiplicity	1
charge	+1
LUMO level	-6.37	eV

Last column: natural (NBO) charge in e.
Geometry (Å):
C 0.12522 -1.02253 -0.02666  0.50
C -1.24612 0.62899 -0.01458  0.33
C 0.89241 0.31233 0.01282  -0.39
N -0.15402 1.27239 0.00043  -0.31
O -1.06888 -0.80631 0.02921  -0.31
H 0.59590 -1.95995 0.07768  0.24
H -2.34721 1.04932 0.05307  0.29
H 1.73137 0.29171 0.82993  0.33
H 1.47133 0.23406 -0.96190  0.31

***

## ii
# C3H4NO

An isolated ion of composition C3H4NO and charge +1 (ωB97M-V/def2-TZVPD, the Open Molecules 2025 dataset).

Computed properties:
multiplicity	1
charge	+1
SMILES	C#[N+]CC=O
LUMO level	-5.38	eV

Last column: natural (NBO) charge in e.
Geometry (Å):
C -0.76981 -0.41206 0.84352  0.45
C -0.06897 0.87342 -1.55101  0.47
C 0.65321 -0.34065 0.35400  -0.40
N 0.59250 0.37450 -0.77968  -0.20
O -1.67614 0.09285 0.29381  -0.44
H -0.74354 -0.94671 1.91228  0.18
H -0.35542 1.32288 -2.55925  0.33
H 1.04129 0.32903 1.09388  0.29
H 1.32689 -1.29326 0.39245  0.32

***

## iii
# C3H4NO

An isolated ion of composition C3H4NO and charge +1 (ωB97M-V/def2-TZVPD, the Open Molecules 2025 dataset).

Computed properties:
multiplicity	1
charge	+1
LUMO level	-7.00	eV

Last column: natural (NBO) charge in e.
Geometry (Å):
C -0.36591 -0.19347 -0.66307  -0.64
C 0.25093 -0.59267 0.59021  0.59
C -0.36325 1.23299 -0.95822  0.21
N -0.36283 2.34161 -1.21685  -0.15
O 0.68215 0.24662 1.41343  -0.48
H -1.40432 -0.57119 -0.70002  0.35
H 0.33549 -1.67248 0.76992  0.23
H 0.12844 -0.73939 -1.48560  0.34
H 1.09931 -0.05201 2.25019  0.57

***

What should be chosen as the least stable of them? Choose ii.

***

## i
# C3H4NO

A 2-piece molecular cluster, C3H4NO overall (ωB97M-V/def2-TZVPD, the Open Molecules 2025 dataset).

Computed properties:
multiplicity	1
charge	+1
LUMO level	-5.36	eV

Last column: natural (NBO) charge in e.
Geometry (Å):
C 2.47125 0.80269 -0.42382  0.46
C -1.83743 -1.26062 -0.46958  0.45
C -0.26191 0.29003 0.60701  -0.51
N -1.16320 -0.39988 -0.11616  -0.16
O 3.34459 0.95365 -1.16990  -0.45
H -0.58097 0.53091 1.69461  0.30
H -2.58913 -1.91168 -1.01776  0.33
H -0.10463 1.28619 0.26892  0.28
H 0.72145 -0.29128 0.62668  0.30

***

## ii
# C3H4NO

A 2-piece molecular cluster, C3H4NO overall (ωB97M-V/def2-TZVPD, the Open Molecules 2025 dataset).

Computed properties:
multiplicity	1
charge	+1
LUMO level (spin up / spin down)	-7.05 / -7.80	eV

Last column: natural (NBO) charge in e.
Geometry (Å):
C -0.47693 1.15625 0.26691  0.50
C 1.19720 0.00197 -0.46384  0.65
C -0.88619 -0.25950 0.30401  -0.42
N 0.39692 -0.97261 -0.14319  -0.38
O 0.69981 1.23853 -0.15134  -0.36
H -0.97941 2.10199 0.40302  0.26
H 3.13649 -2.15174 -1.09073  0.05
H -1.29323 -0.56334 1.25109  0.33
H -1.79466 -0.55153 -0.37594  0.36

***

What should be chosen as the least stable of them? Choose ii.